Model w:
Entry from the OMol25 dataset: a structure of composition C42H67BF4Ge2N7O3P2STi (ωB97M-V/def2-TZVPD).

Each line ends with the Mulliken charge.
Element x y z (Å)
Ti1 -0.782 -0.427 -0.110  -0.418
C1 2.731 -1.709 3.813  -1.754
C2 2.257 -1.732 2.359  0.458
Ge1 1.665 0.058 1.780  0.603
C3 2.991 0.525 0.398  0.776
C4 4.316 0.751 1.137  -1.780
C5 1.695 1.373 3.178  -0.091
C6 0.588 2.085 3.349  0.398
Ge2 -0.943 1.378 2.328  -0.134
C7 -2.145 0.452 3.609  0.432
C8 -1.871 0.891 5.050  -1.699
C9 -2.030 2.882 1.605  0.468
C10 -2.929 3.492 2.686  -1.419
C11 0.525 3.226 4.296  -0.162
C12 0.889 3.046 5.631  -0.364
C13 0.868 4.111 6.517  -0.889
C14 0.495 5.375 6.081  -0.527
C15 0.147 5.568 4.753  -0.912
C16 0.157 4.500 3.868  0.113
H1 3.092 -2.691 4.121  0.418
H2 1.930 -1.419 4.496  0.326
H3 3.549 -1.001 3.959  0.397
H4 1.511 -2.502 2.212  -0.434
H5 3.073 -1.973 1.674  0.553
H6 2.715 1.404 -0.175  -0.057
H7 3.039 -0.337 -0.263  -0.669
H8 4.269 1.610 1.807  0.442
H9 5.119 0.944 0.423  0.422
H10 4.615 -0.118 1.727  0.339
H11 2.600 1.613 3.735  0.779
H12 -2.040 -0.625 3.528  -0.460
H13 -3.173 0.685 3.332  0.445
H14 -0.873 0.589 5.371  0.355
H15 -2.592 0.439 5.733  0.453
H16 -1.936 1.972 5.169  0.273
H17 -2.629 2.547 0.761  0.098
H18 -1.340 3.637 1.223  0.284
H19 -3.681 2.787 3.043  0.344
H20 -3.464 4.357 2.289  0.470
H21 -2.364 3.828 3.553  0.272
H22 1.177 2.060 5.974  0.440
H23 1.146 3.954 7.551  0.433
H24 0.481 6.206 6.773  0.413
H25 -0.129 6.554 4.403  0.450
H26 -0.100 4.665 2.828  0.348
C17 -0.294 -4.009 0.855  -1.197
P1 -1.073 -2.518 1.540  1.806
C18 -0.685 -2.602 3.338  -1.189
C19 -2.836 -3.042 1.473  -1.320
C20 -3.823 -1.891 1.661  -0.975
P2 -3.472 -0.613 0.392  1.180
C21 -4.257 -1.436 -1.040  -1.216
C22 -4.656 0.725 0.747  -1.143
H27 -0.595 -4.883 1.436  0.627
H28 0.792 -3.935 0.876  0.447
H29 -0.608 -4.152 -0.178  -0.087
H30 -1.590 -2.831 3.901  0.697
H31 -0.266 -1.668 3.708  -0.056
H32 0.035 -3.397 3.527  0.536
H33 -2.989 -3.830 2.213  0.736
H34 -2.970 -3.505 0.492  0.191
H35 -3.755 -1.456 2.656  0.429
H36 -4.850 -2.240 1.525  0.761
H37 -5.327 -1.538 -0.848  0.536
H38 -3.825 -2.425 -1.169  0.257
H39 -4.123 -0.908 -1.980  0.287
H40 -5.640 0.296 0.939  0.585
H41 -4.728 1.392 -0.113  0.356
H42 -4.348 1.312 1.607  0.220
F1 -0.598 -3.466 -3.431  -0.129
B1 -1.842 -3.309 -3.033  0.450
F2 -2.406 -4.121 -2.164  -0.179
F3 -2.569 -2.349 -3.595  -0.209
F4 -1.209 -1.860 -1.230  -0.408
C23 2.624 -0.036 -3.188  -0.818
S1 1.138 -0.871 -2.673  1.168
C24 0.008 -0.137 -3.840  -0.307
O1 0.817 -0.188 -1.320  -1.203
H43 2.482 1.040 -3.095  0.080
H44 2.801 -0.297 -4.231  0.615
H45 3.430 -0.405 -2.561  0.158
H46 0.303 -0.493 -4.827  0.693
H47 0.079 0.947 -3.782  -0.383
H48 -0.991 -0.503 -3.613  -0.057
C25 0.596 2.900 -0.639  -1.606
C26 -0.669 2.525 -1.317  0.202
N1 -1.406 1.437 -1.119  2.126
C27 -2.487 1.534 -1.981  -0.772
C28 -2.408 2.684 -2.684  -1.478
N2 -1.253 3.306 -2.258  0.414
C29 -0.641 4.458 -2.895  -1.142
N3 0.136 4.063 -4.047  0.474
N4 1.129 3.159 -3.883  0.168
N5 1.700 2.941 -5.007  -0.978
C30 1.097 3.727 -5.962  0.082
C31 1.357 3.857 -7.333  -0.675
C32 0.566 4.729 -8.036  -0.617
C33 -0.465 5.464 -7.406  -0.582
C34 -0.732 5.351 -6.063  -1.007
C35 0.079 4.460 -5.353  1.696
H49 0.755 2.277 0.235  -0.833
H50 0.571 3.938 -0.307  0.737
H51 1.426 2.776 -1.331  0.394
H52 -3.248 0.780 -2.036  0.137
H53 -3.052 3.114 -3.431  0.580
H54 -0.014 4.972 -2.170  0.292
H55 -1.422 5.138 -3.225  0.392
H56 2.152 3.295 -7.803  0.462
H57 0.731 4.867 -9.095  0.396
H58 -1.057 6.143 -8.004  0.398
H59 -1.516 5.931 -5.595  0.382
O2 0.290 -8.181 0.366  -0.525
C36 0.764 -8.245 -0.969  -0.514
N6 1.823 -7.287 -1.105  -0.208
C37 1.550 -5.989 -1.403  0.444
O3 0.442 -5.599 -1.725  -0.634
C38 2.697 -5.021 -1.314  -0.126
C39 4.040 -5.361 -1.233  -0.332
C40 4.982 -4.353 -1.122  -1.094
C41 4.546 -3.038 -1.083  -0.328
N7 3.260 -2.689 -1.176  0.322
C42 2.371 -3.671 -1.305  -0.069
H60 -0.322 -8.909 0.516  0.308
H61 -0.017 -7.980 -1.681  0.343
H62 1.159 -9.236 -1.199  0.411
H63 2.689 -7.504 -0.640  0.232
H64 4.369 -6.392 -1.281  0.513
H65 6.037 -4.581 -1.067  0.438
H66 5.258 -2.227 -0.968  0.462
H67 1.330 -3.389 -1.415  0.541

## Properties
**Total charge**: +2
**HOMO level (alpha / beta)**: -12.61 / -12.59 eV
**Multiplicity**: 2
**Expectation value of S²**: 0.7561
**Gap between HOMO and LUMO (alpha / beta)**: 0.271 / 0.250 Eh

Model x:
Entry from the OMol25 dataset: a structure of composition C42H67BF4Ge2N7O3P2STi (ωB97M-V/def2-TZVPD).

Each line ends with the Mulliken charge.
Element x y z (Å)
Ti1 1.142 0.721 0.031  0.776
C1 -1.932 1.741 4.077  -2.062
C2 -0.799 0.868 3.548  0.555
Ge1 -1.093 0.065 1.745  1.573
C3 -2.855 0.775 1.143  -1.244
C4 -3.699 -0.231 0.367  -1.245
C5 -1.429 -1.813 2.127  -1.122
C6 -1.022 -2.785 1.322  0.949
Ge2 -0.160 -2.271 -0.333  -0.085
C7 1.456 -3.268 -0.812  1.441
C8 1.555 -4.644 -0.147  -1.903
C9 -1.460 -2.319 -1.805  -0.379
C10 -1.006 -3.162 -2.993  -1.835
C11 -1.249 -4.234 1.576  -0.144
C12 -0.935 -4.761 2.829  -0.395
C13 -1.117 -6.109 3.094  -0.932
C14 -1.613 -6.951 2.108  -0.506
C15 -1.929 -6.437 0.859  -1.018
C16 -1.742 -5.088 0.592  0.238
H1 -1.672 2.121 5.067  0.419
H2 -2.863 1.184 4.187  0.483
H3 -2.128 2.614 3.455  0.369
H4 -0.701 -0.013 4.184  0.929
H5 0.147 1.405 3.590  -1.540
H6 -2.772 1.727 0.614  0.556
H7 -3.350 1.035 2.080  0.876
H8 -3.188 -0.610 -0.523  0.131
H9 -4.643 0.210 0.041  0.414
H10 -3.942 -1.101 0.978  0.347
H11 -2.016 -2.071 3.011  0.443
H12 2.324 -2.661 -0.594  -1.349
H13 1.412 -3.371 -1.899  0.626
H14 1.465 -4.597 0.939  0.405
H15 2.523 -5.092 -0.382  0.394
H16 0.783 -5.330 -0.490  0.434
H17 -1.788 -1.335 -2.130  0.171
H18 -2.333 -2.761 -1.316  1.086
H19 -0.146 -2.726 -3.505  0.375
H20 -1.809 -3.238 -3.727  0.413
H21 -0.736 -4.181 -2.707  0.512
H22 -0.537 -4.108 3.597  0.397
H23 -0.870 -6.502 4.071  0.441
H24 -1.757 -8.003 2.314  0.427
H25 -2.326 -7.086 0.091  0.451
H26 -2.006 -4.712 -0.390  0.446
C17 1.673 -1.121 3.713  -0.882
P1 2.444 -0.492 2.185  1.962
C18 3.324 -2.027 1.729  -1.003
C19 3.841 0.505 2.858  -1.108
C20 3.469 1.580 3.873  -1.589
P2 2.276 2.844 3.255  1.688
C21 1.824 3.596 4.858  -1.320
C22 3.407 4.097 2.559  -1.419
H27 2.426 -1.692 4.259  0.739
H28 0.836 -1.775 3.470  -0.340
H29 1.321 -0.317 4.352  0.350
H30 4.019 -2.268 2.535  0.757
H31 3.873 -1.940 0.799  -0.296
H32 2.616 -2.849 1.645  0.139
H33 4.395 0.928 2.021  -0.094
H34 4.501 -0.229 3.330  0.870
H35 4.383 2.068 4.224  0.704
H36 3.023 1.119 4.757  0.419
H37 2.713 3.891 5.420  0.526
H38 1.255 2.879 5.453  0.338
H39 1.189 4.463 4.691  0.381
H40 4.008 3.658 1.761  0.241
H41 4.072 4.489 3.330  0.494
H42 2.841 4.920 2.124  0.355
F1 2.749 4.061 -0.630  -0.345
B1 3.163 2.804 -0.915  0.104
F2 4.492 2.674 -1.190  -0.274
F3 2.353 2.165 -1.891  -0.034
F4 2.879 1.918 0.281  -0.374
C23 4.399 -1.926 -2.205  -0.944
S1 3.948 -0.274 -1.700  0.650
C24 5.314 0.002 -0.577  -0.643
O1 2.663 -0.478 -0.856  -0.971
H43 4.504 -2.589 -1.349  0.301
H44 5.354 -1.826 -2.725  0.544
H45 3.654 -2.304 -2.901  0.274
H46 6.121 0.420 -1.179  0.573
H47 5.624 -0.915 -0.084  0.413
H48 4.994 0.760 0.127  -0.122
C25 1.435 -0.301 -3.722  -0.379
C26 0.218 0.306 -3.134  0.052
N1 -0.053 0.506 -1.842  2.494
C27 -1.351 0.993 -1.797  -0.888
C28 -1.837 1.122 -3.046  -1.562
N2 -0.830 0.699 -3.888  0.686
C29 -0.966 0.543 -5.338  -1.971
N3 -1.412 -0.753 -5.727  0.890
N4 -0.492 -1.712 -6.029  -0.398
N5 -1.089 -2.802 -6.289  -0.593
C30 -2.452 -2.605 -6.154  -0.008
C31 -3.514 -3.497 -6.334  -0.791
C32 -4.779 -3.007 -6.116  -0.578
C33 -4.993 -1.663 -5.739  -0.641
C34 -3.957 -0.774 -5.564  -0.900
C35 -2.672 -1.284 -5.778  1.873
H49 1.766 -1.080 -3.044  -1.127
H50 2.228 0.436 -3.843  0.235
H51 1.214 -0.778 -4.676  0.828
H52 -1.823 1.246 -0.872  -0.363
H53 -2.783 1.477 -3.416  0.648
H54 -0.005 0.732 -5.809  0.338
H55 -1.675 1.295 -5.678  0.488
H56 -3.336 -4.519 -6.639  0.485
H57 -5.635 -3.654 -6.246  0.413
H58 -6.009 -1.321 -5.594  0.420
H59 -4.145 0.258 -5.301  0.392
O2 -3.874 7.664 3.283  -0.541
C36 -3.148 6.528 3.645  -0.498
N6 -2.612 5.894 2.440  -0.162
C37 -1.514 5.120 2.458  0.201
O3 -0.892 4.848 3.473  -0.556
C38 -1.058 4.569 1.137  0.519
C39 -1.161 5.271 -0.053  -0.634
C40 -0.645 4.702 -1.203  -1.825
C41 -0.060 3.457 -1.127  -0.207
N7 0.058 2.762 0.022  1.805
C42 -0.432 3.332 1.131  -0.876
H60 -3.287 8.426 3.237  0.343
H61 -3.839 5.852 4.147  0.276
H62 -2.310 6.736 4.310  0.375
H63 -3.163 5.989 1.602  0.249
H64 -1.615 6.254 -0.075  0.671
H65 -0.677 5.215 -2.153  0.613
H66 0.348 2.998 -2.010  0.223
H67 -0.296 2.800 2.061  -0.401

## Properties
**Total charge**: +2
**HOMO level (alpha / beta)**: -12.66 / -12.65 eV
**Multiplicity**: 2
**Expectation value of S²**: 0.7661
**Gap between HOMO and LUMO (alpha / beta)**: 0.244 / 0.222 Eh

So which one wins? Going from most stable to least: model w, model x.

Model w:
Entry from the OMol25 dataset: a cluster of 2 separate species, C4H6N4O in total (ωB97M-V/def2-TZVPD).

Each line ends with the Mulliken charge.
Element x y z (Å)
C1 -0.879 1.377 1.385  -0.216
C2 -0.013 -0.004 0.103  0.443
C3 1.720 -2.051 0.273  -0.476
C4 2.503 -0.819 -0.206  -0.387
H1 -2.960 -0.210 -1.437  0.408
H2 -1.115 1.885 2.252  0.470
H3 1.410 -2.918 -0.554  0.259
H4 1.520 -2.134 1.322  0.339
H5 2.998 -0.930 -1.119  0.256
H6 2.890 -0.077 0.569  0.273
N1 -0.970 0.594 -0.554  0.806
N2 -1.730 1.470 0.114  -0.758
N3 0.020 0.452 1.378  -0.511
N4 0.970 -0.812 -0.416  -0.339
O1 -1.594 0.179 -1.752  -0.566

## Properties
**HOMO level**: -8.68 eV
**Gap between HOMO and LUMO**: 0.284 Eh

Model x:
Entry from the OMol25 dataset: an isolated molecule of C4H6N4O (ωB97M-V/def2-TZVPD).

Each line ends with the Mulliken charge.
Element x y z (Å)
H1 -1.693 -0.566 -2.375  0.207
N1 -0.754 -0.750 -2.110  -0.705
C1 -0.501 -0.340 -0.878  0.520
N2 -1.151 0.467 0.087  -0.095
C2 -0.290 0.564 1.211  0.282
C3 -0.558 1.020 2.411  -0.861
N3 0.935 -0.120 0.907  -0.356
C4 0.889 -0.483 -0.482  0.307
N4 1.974 -0.718 -1.162  -0.400
O1 1.888 -1.133 -2.363  -0.371
H2 -2.101 0.868 0.252  0.244
H3 0.252 0.567 3.221  0.203
H4 -1.552 1.516 2.618  0.241
H5 1.801 0.578 1.262  0.360
H6 0.862 -1.468 -2.599  0.424

## Properties
**SMILES string**: [H]/N=C1\NC(=C)N\C1=N\O
**HOMO level**: -8.09 eV
**Gap between HOMO and LUMO**: 0.313 Eh

So which one wins? Going from most stable to least: model x, model w.

Model w:
Entry from the OMol25 dataset: a cluster of 2 separate species, C3H5FIN in total (ωB97M-V/def2-TZVPD).

Each line ends with the Mulliken charge.
Element x y z (Å)
C1 -2.061 -1.073 -0.211  -0.610
C2 -1.096 -0.374 -0.718  0.642
C3 1.358 0.859 0.166  -0.701
N1 0.021 0.907 0.675  -0.507
F1 -0.526 -0.257 -1.883  -0.191
I1 -0.298 0.209 2.529  0.105
H1 -2.665 -1.756 -0.789  0.281
H2 -2.294 -0.979 0.837  0.094
H3 1.979 0.031 0.519  0.296
H4 1.319 0.820 -0.924  0.316
H5 1.850 1.801 0.433  0.275

## Properties
**HOMO level (alpha / beta)**: -8.50 / -8.50 eV
**Gap between HOMO and LUMO (alpha / beta)**: 0.303 / 0.303 Eh

Model x:
Entry from the OMol25 dataset: an isolated molecule of C3H5FIN (ωB97M-V/def2-TZVPD).

Each line ends with the Mulliken charge.
Element x y z (Å)
C1 -0.806 0.677 1.309  -0.724
C2 0.509 0.843 1.362  0.609
F1 1.149 1.246 2.437  -0.229
N1 1.441 0.475 0.278  -0.397
C3 0.767 -0.257 -0.687  -0.934
I1 3.302 0.015 0.848  0.162
H1 -1.547 1.122 1.964  0.283
H2 -1.182 0.238 0.375  0.224
H3 0.319 -1.116 -0.186  0.454
H4 -0.165 0.189 -1.264  0.249
H5 1.452 -0.592 -1.455  0.303

## Properties
**SMILES string**: C=C(F)N(C)I
**HOMO level**: -8.51 eV
**Gap between HOMO and LUMO**: 0.306 Eh

So which one wins? Going from most stable to least: model x, model w.